1) ORCA calculation (ωB97M-V with the def2-TZVPD basis set) on 2 unconnected molecules or ions with the total composition C8H10O2.

HOMO energy (eV): -9.2
Kohn-Sham gap (eV): 9.78

Each atom is followed by the atoms it is bonded to, with distances in Å.
Element x y z (Å)
1 C -2.9029 -1.4484 -0.1470  C2 1.436, C6 1.460, H7 1.158
2 C -2.9765 -0.5138 -1.2349  C1 1.436, C3 1.480, H8 1.260
3 C -2.7315 0.9382 -1.0885  C2 1.480, C4 1.359, H9 1.154
4 C -2.6227 1.3990 0.1857  C3 1.359, C5 1.409, H10 1.066
5 C -2.7545 0.5558 1.3064  C4 1.409, C6 1.431, H11 1.115
6 C -3.0471 -0.8390 1.1722  C1 1.460, C5 1.431, H12 1.039
7 H -3.1355 -2.4579 -0.6647  C1 1.158
8 H -2.6608 -1.0219 -2.3435  C2 1.260
9 H -2.6248 1.5794 -2.0417  C3 1.154
10 H -2.1944 2.3685 0.3037  C4 1.066
11 H -2.5712 1.0856 2.2697  C5 1.115
12 H -3.1249 -1.3341 2.0822  C6 1.039
13 C 4.9664 -0.5255 0.2097  C14 1.494, H17 1.173, H18 1.184, H19 0.990
14 C 3.6387 0.1479 0.0842  C13 1.494, O15 1.337, O16 1.421
15 O 3.3938 1.4500 -0.0967  C14 1.337
16 O 2.7362 -0.8849 -0.2881  C14 1.421, H20 0.891
17 H 5.9304 0.0749 0.5040  C13 1.173
18 H 4.8083 -1.4819 0.8889  C13 1.184
19 H 5.2143 -1.0376 -0.6004  C13 0.990
20 H 1.8998 -0.5812 -0.2462  O16 0.891

---

2) ORCA calculation (ωB97M-V with the def2-TZVPD basis set) on C8H10O2 in the gas phase.

HOMO energy (eV): -8.0
Kohn-Sham gap (eV): 8.84

Each atom is followed by the atoms it is bonded to, with distances in Å.
Element x y z (Å)
1 C -2.6815 -0.1333 2.0691  O2 1.418, H11 1.076, H12 1.104, H13 1.176
2 O -1.2648 -0.0837 2.0295  C1 1.418, C3 1.330
3 C -0.7102 -0.1698 0.8241  O2 1.330, C4 1.357, C10 1.355
4 C -1.3929 -0.2135 -0.3479  C3 1.357, C5 1.358, H14 1.008
5 C -0.7396 -0.1431 -1.5366  C4 1.358, C6 1.390, H15 1.078
6 C 0.6115 0.1844 -1.5406  C5 1.390, O7 1.345, C8 1.411
7 O 1.2325 0.3085 -2.7270  C6 1.345, H16 0.916
8 C 1.4400 0.0947 -0.4014  C6 1.411, C9 1.559, C10 1.470
9 C 2.9954 0.1936 -0.4402  C8 1.559, H17 1.122, H18 1.055, H19 1.083
10 C 0.6410 -0.0674 0.8215  C3 1.355, C8 1.470, H20 1.001
11 H -2.9273 0.1273 3.0832  C1 1.076
12 H -3.1288 0.4258 1.2293  C1 1.104
13 H -3.0011 -1.2371 1.8204  C1 1.176
14 H -2.3859 -0.3716 -0.2838  C4 1.008
15 H -1.2986 -0.4335 -2.4116  C5 1.078
16 H 1.7871 1.0367 -2.7556  O7 0.916
17 H 3.2892 1.1366 0.0926  C9 1.122
18 H 3.3122 0.2358 -1.4458  C9 1.055
19 H 3.3517 -0.6485 0.1409  C9 1.083
20 H 0.8700 -0.2418 1.7800  C10 1.001

---

3) ORCA calculation (ωB97M-V with the def2-TZVPD basis set) on C8H10O2 in the gas phase.

HOMO energy (eV): -9.9
Kohn-Sham gap (eV): 9.77

Each atom is followed by the atoms it is bonded to, with distances in Å.
Element x y z (Å)
1 C 2.5270 -0.6318 -0.5144  C2 1.513, H11 1.191, H12 1.086, H13 1.060
2 C 1.2773 0.1837 -0.7664  C1 1.513, C3 1.485, H14 1.148, H15 1.087
3 C 0.2500 0.2738 0.3022  C2 1.485, O4 1.471, C5 1.558, C10 1.556
4 O 0.9297 0.7368 1.5213  C3 1.471, H16 1.015
5 C -0.7039 1.4398 -0.0946  C3 1.558, C6 1.330, H17 1.076
6 C -2.0140 1.2263 -0.1785  C5 1.330, C7 1.464, H18 1.129
7 C -2.6098 -0.1002 -0.0119  C6 1.464, O8 1.218, C9 1.478
8 O -3.7649 -0.3580 -0.3002  C7 1.218
9 C -1.7321 -1.1953 0.4533  C7 1.478, C10 1.294, H19 1.108
10 C -0.4405 -1.1108 0.4636  C3 1.556, C9 1.294, H20 1.061
11 H 3.3806 -0.1971 -1.2224  C1 1.191
12 H 2.4740 -1.6939 -0.7341  C1 1.086
13 H 2.6814 -0.4916 0.5247  C1 1.060
14 H 0.8183 -0.3378 -1.6799  C2 1.148
15 H 1.5512 1.1667 -1.1406  C2 1.087
16 H 0.3014 0.7013 2.3175  O4 1.015
17 H -0.1550 2.3551 -0.2298  C5 1.076
18 H -2.7780 2.0222 -0.4163  C6 1.129
19 H -2.1795 -2.1494 0.7960  C9 1.108
20 H 0.1868 -1.8399 0.9105  C10 1.061

---

Relative energies, kcal/mol: 1) 32.5; 2) 3.2; 3) 0.0.